Below is the molecule C5H3NO2, with properties calculated with ωB97M-V with the def2-TZVPD basis set.

Last column: Löwdin charge in e.
CARTESIAN COORDINATES (ANGSTROEM)
1 C -0.590 1.122 -1.443  -0.187
2 C -0.162 0.189 -0.375  -0.182
3 C 0.913 0.379 0.379  0.075
4 C 0.916 -0.713 1.420  -0.381
5 C -0.855 -1.028 0.091  -0.054
6 H 0.187 1.964 -1.589  0.148
7 H 1.591 1.170 0.438  0.111
8 H -1.695 -1.633 -0.393  0.156
9 N -0.224 -1.585 1.075  0.121
10 O -1.652 0.918 -2.037  0.050
11 O 1.571 -0.785 2.434  0.143

Gap between HOMO and LUMO, Eh: 0.3176
Relative energy (zero: lowest compared OMol25 entry of this formula, charge and spin), kcal per mole: 20.5
Lowest unoccupied orbital energy, hartree: -0.0709
HOMO, eV: -10.57
SMILES: O=CC1=CC(=O)N=C1
Molecular weight, g/mol: 109.1